# C2H7NO2S

A 2-piece molecular cluster, C2H7NO2S overall at a distorted geometry (ωB97M-V with the def2-TZVPD basis set, the Open Molecules 2025 dataset).

Calculated values
- Charge: 0
- Multiplicity: 3
- LUMO (spin up / spin down): 0.850 / -1.872 eV
- HOMO level (spin up / spin down): -5.43 / -9.11 eV
- Energy above the lowest of the compared OMol25 structures with the same formula, charge and spin: 72.4 kcal per mole
- Expectation value of S²: 2.00

Positions of all 13 atoms, in Å:
1 C 1.655 1.296 0.805
2 C 2.609 0.514 0.418
3 N -2.933 -1.134 -1.616
4 O -0.320 -0.836 0.710
5 O -1.969 -0.133 -1.409
6 S -1.506 0.191 0.209
7 H 0.509 -0.387 1.025
8 H 1.379 2.181 0.236
9 H 1.251 1.081 1.812
10 H 3.093 0.604 -0.521
11 H 2.714 -0.422 0.981
12 H -2.655 -2.072 -1.469
13 H -3.825 -0.882 -1.182

These are the Löwdin partial charges, in e, on atoms 1 to 2: atom 1 (C): -0.127, atom 2 (C): -0.068

# C10H13O3P

One molecule with the formula C10H13O3P at a distorted geometry (ωB97M-V with the def2-TZVPD basis set, the Open Molecules 2025 dataset).

Calculated values
- Charge: 0
- LUMO: -0.398 eV
- HOMO level: -8.62 eV
- SMILES: CCOC(=O)C1=PO[C@@H]2C=CC[C@@H]2C1
- Energy above the lowest of the compared OMol25 structures with the same formula, charge and spin: 6.8 kcal per mole

Positions of all 27 atoms, in Å:
1 C -2.719 0.605 0.258
2 C -1.980 0.236 1.489
3 C 1.111 -0.240 -0.827
4 C -2.047 -1.742 0.228
5 C -1.350 -0.253 -1.590
6 C -2.508 -0.640 -0.718
7 C -1.588 -1.025 1.526
8 C -0.200 0.359 -0.744
9 C 4.020 1.319 0.673
10 C 3.371 0.136 0.089
11 O 1.518 -1.059 -1.590
12 O -2.170 1.808 -0.272
13 O 1.939 0.338 0.119
14 P -0.493 1.910 -0.221
15 H -3.747 0.787 0.277
16 H -1.673 0.896 2.234
17 H -2.904 -2.478 0.502
18 H -1.203 -2.190 -0.282
19 H -0.925 -0.940 -2.253
20 H -1.562 0.609 -2.206
21 H -3.502 -0.978 -1.112
22 H -1.061 -1.672 2.257
23 H 3.483 2.203 0.200
24 H 3.841 1.421 1.752
25 H 5.137 1.223 0.665
26 H 3.530 -0.854 0.552
27 H 3.685 0.219 -1.006

These are the Löwdin partial charges, in e, on atoms 1 to 2: atom 1 (C): -0.319, atom 2 (C): -0.110

# C3H7N4

An isolated ion of composition C3H7N4 and charge +1 at a distorted geometry (ωB97M-V with the def2-TZVPD basis set, the Open Molecules 2025 dataset).

Calculated values
- Charge: +1
- LUMO: -3.686 eV
- HOMO level: -13.68 eV
- SMILES: [NH3+]Cc1cn[nH]n1
- Energy above the lowest of the compared OMol25 structures with the same formula, charge and spin: 41.3 kcal per mole

Positions of all 14 atoms, in Å:
1 C -1.719 -1.156 -0.010
2 C -0.313 -0.280 -0.019
3 C 1.113 -0.666 0.010
4 N -2.622 -0.247 0.001
5 N -0.727 0.951 0.004
6 N -2.054 0.940 0.006
7 N 1.906 0.610 -0.019
8 H -1.833 -2.211 -0.004
9 H 1.322 -1.217 0.930
10 H 1.367 -1.303 -0.842
11 H -2.594 1.794 0.038
12 H 2.717 0.601 0.604
13 H 1.217 1.336 0.268
14 H 2.221 0.847 -0.966

These are the Löwdin partial charges, in e, on atoms 1 to 2: atom 1 (C): 0.006, atom 2 (C): -0.205

# C2H26N3O9

A 10-piece molecular cluster, C2H26N3O9 overall at a distorted geometry (ωB97M-V with the def2-TZVPD basis set, the Open Molecules 2025 dataset).

Calculated values
- Charge: +1
- LUMO: -2.557 eV
- HOMO level: -12.97 eV
- Energy above the lowest of the compared OMol25 structures with the same formula, charge and spin: 80.8 kcal per mole

Positions of all 40 atoms, in Å:
1 C 2.993 2.367 -1.609
2 N 2.137 1.209 -1.512
3 C 1.333 0.888 -0.475
4 N 1.058 -0.393 -0.050
5 N 0.904 1.958 0.238
6 H 4.127 2.075 -1.525
7 H 2.868 3.165 -0.878
8 H 3.063 2.659 -2.600
9 H 1.828 0.802 -2.455
10 H 1.218 -1.069 -0.660
11 H 0.308 -0.548 0.743
12 H 0.717 1.657 1.159
13 H 1.239 2.858 0.185
14 H -1.185 -2.942 3.314
15 H 0.201 -2.836 4.160
16 O -0.188 -2.983 3.227
17 H -0.223 -0.010 2.815
18 H -0.804 1.427 3.498
19 O -0.414 1.044 2.696
20 H -4.093 0.410 -1.057
21 H -4.587 -1.030 -1.234
22 O -4.083 -0.311 -1.651
23 H 2.725 -1.640 -2.866
24 H 1.138 -1.253 -3.304
25 O 1.967 -1.055 -2.794
26 H -2.776 -1.865 -1.148
27 H -1.595 -2.687 -0.709
28 O -2.057 -1.871 -0.531
29 H -1.211 -2.219 -3.547
30 H -1.075 -1.300 -2.491
31 O -0.603 -1.524 -3.308
32 H -2.551 1.896 0.150
33 H -1.496 0.964 0.109
34 O -2.358 0.984 -0.296
35 H -2.640 -1.268 1.895
36 H -1.332 -1.921 1.293
37 O -1.679 -1.186 1.966
38 H 1.881 2.137 3.632
39 H 3.072 1.658 2.780
40 O 2.172 1.753 2.842

These are the Löwdin partial charges, in e, on atoms 1 to 2: atom 1 (C): -0.059, atom 2 (N): -0.003

# C2H7NOSi

A 2-piece molecular cluster, C2H7NOSi overall at a distorted geometry (ωB97M-V with the def2-TZVPD basis set, the Open Molecules 2025 dataset).

Calculated values
- Charge: 0
- LUMO: 0.291 eV
- HOMO level: -7.74 eV
- Energy above the lowest of the compared OMol25 structures with the same formula, charge and spin: 63.6 kcal per mole

Positions of all 12 atoms, in Å:
1 C -1.942 0.202 -1.380
2 C -0.939 -0.658 -1.351
3 N 0.691 1.110 1.366
4 O 1.779 -1.463 1.125
5 Si 1.246 -0.178 0.381
6 H -2.779 -0.201 -1.941
7 H -2.032 1.188 -0.987
8 H -1.253 -1.568 -1.892
9 H 0.346 1.045 2.385
10 H 0.914 2.052 1.114
11 H 1.852 -1.834 1.974
12 H 2.116 0.305 -0.793

These are the Löwdin partial charges, in e, on atoms 1 to 2: atom 1 (C): -0.210, atom 2 (C): -0.175

# C38H45ClF6IrNO5Sb

C38H45ClF6IrNO5Sb as an isolated structure at a distorted geometry (ωB97M-V with the def2-TZVPD basis set, the Open Molecules 2025 dataset).

Calculated values
- Charge: 0
- Multiplicity: 2
- LUMO (spin up / spin down): -0.709 / -1.833 eV
- HOMO level (spin up / spin down): -7.23 / -7.23 eV
- Energy above the lowest of the compared OMol25 structures with the same formula, charge and spin: 0.0 kcal per mole
- Expectation value of S²: 0.78

Positions of all 98 atoms, in Å:
1 Ir 1.234 -0.850 -1.006
2 C 1.459 3.270 0.033
3 C 2.103 2.047 -0.619
4 O 1.112 1.086 -0.769
5 C 2.610 2.418 -2.034
6 F 3.517 3.403 -2.027
7 F 1.580 2.854 -2.787
8 F 3.140 1.370 -2.667
9 C 3.280 1.583 0.268
10 F 2.838 1.286 1.494
11 F 3.918 0.516 -0.214
12 F 4.188 2.566 0.405
13 H 0.578 3.546 -0.543
14 H 2.140 4.120 0.073
15 H 1.150 3.009 1.041
16 C -3.924 0.784 4.071
17 C -3.422 1.309 2.730
18 C -4.546 1.894 1.881
19 Sb -2.317 -0.130 1.544
20 C -3.893 -1.232 0.588
21 C -4.910 -1.823 1.563
22 C -3.397 -2.309 -0.369
23 C -1.198 -1.405 2.865
24 C -0.389 -0.497 3.786
25 C -2.032 -2.419 3.638
26 H -4.374 1.606 4.636
27 H -3.129 0.369 4.689
28 H -4.690 0.017 3.953
29 H -2.672 2.082 2.913
30 H -5.362 1.178 1.757
31 H -4.213 2.196 0.887
32 H -4.964 2.776 2.374
33 H -4.373 -0.434 0.016
34 H -4.484 -2.630 2.158
35 H -5.742 -2.247 0.994
36 H -5.331 -1.086 2.247
37 H -2.957 -3.141 0.183
38 H -2.655 -1.959 -1.082
39 H -4.245 -2.708 -0.931
40 H -0.526 -1.931 2.179
41 H -1.036 0.067 4.462
42 H 0.235 0.207 3.231
43 H 0.281 -1.098 4.403
44 H -2.799 -1.950 4.258
45 H -1.370 -2.980 4.304
46 H -2.519 -3.142 2.983
47 C 1.793 -1.358 0.746
48 C 2.035 -1.664 1.891
49 C 2.322 -2.026 3.244
50 C 2.009 -3.306 3.711
51 C 2.277 -3.657 5.026
52 C 2.861 -2.741 5.891
53 C 3.176 -1.468 5.433
54 C 2.911 -1.110 4.121
55 H 1.559 -4.015 3.028
56 H 2.033 -4.652 5.375
57 H 3.075 -3.019 6.914
58 H 3.634 -0.750 6.101
59 H 3.158 -0.121 3.758
60 Cl 0.142 -0.316 -3.441
61 C -0.963 0.873 -2.708
62 C -1.431 0.486 -1.320
63 O -2.409 1.087 -0.881
64 O -0.828 -0.452 -0.675
65 H -1.820 0.996 -3.362
66 H -0.415 1.803 -2.628
67 C 8.053 -4.302 -2.818
68 C 6.944 -3.957 -1.857
69 C 6.913 -2.689 -1.285
70 C 5.895 -2.331 -0.416
71 C 4.904 -3.238 -0.091
72 C 4.928 -4.508 -0.657
73 N 3.953 -5.452 -0.309
74 C 2.626 -5.190 0.026
75 C 2.035 -5.935 1.052
76 C 0.705 -5.765 1.389
77 C -0.068 -4.824 0.719
78 C 0.511 -4.078 -0.294
79 C 1.843 -4.249 -0.655
80 C 2.372 -3.546 -1.870
81 O 2.896 -4.148 -2.773
82 O 2.158 -2.227 -1.991
83 C 5.938 -4.879 -1.554
84 C 5.869 -6.233 -2.201
85 H 8.777 -3.490 -2.871
86 H 7.672 -4.471 -3.828
87 H 8.587 -5.205 -2.517
88 H 7.694 -1.979 -1.530
89 H 5.876 -1.342 0.024
90 H 4.118 -2.965 0.597
91 H 4.210 -6.421 -0.369
92 H 2.652 -6.649 1.584
93 H 0.273 -6.365 2.181
94 H -1.111 -4.694 0.970
95 H -0.101 -3.376 -0.851
96 H 4.894 -6.369 -2.677
97 H 5.999 -7.051 -1.482
98 H 6.636 -6.366 -2.958

These are the Löwdin partial charges, in e, on atoms 1 to 2: atom 1 (Ir): 1.369, atom 2 (C): 0.033

# C25H27BrF3N7O3PtS

C25H27BrF3N7O3PtS as an isolated structure (ωB97M-V with the def2-TZVPD basis set, the Open Molecules 2025 dataset).

Calculated values
- Charge: +2
- Multiplicity: 5
- LUMO (spin up / spin down): -4.778 / -8.367 eV
- HOMO level (spin up / spin down): -11.80 / -14.03 eV
- Energy above the lowest of the compared OMol25 structures with the same formula, charge and spin: 7.3 kcal per mole
- Expectation value of S²: 6.06

Positions of all 68 atoms, in Å:
1 Pt 0.261 -1.349 1.005
2 O -3.773 2.117 4.508
3 C -2.853 1.439 3.828
4 C -1.582 1.933 3.527
5 C -0.719 1.134 2.817
6 N -1.035 -0.106 2.409
7 C -2.254 -0.551 2.696
8 Br -2.682 -2.283 2.064
9 C -3.199 0.158 3.396
10 H -3.461 2.993 4.769
11 H -1.273 2.922 3.837
12 H 0.270 1.485 2.554
13 H -4.176 -0.249 3.609
14 N 0.723 -3.265 -0.217
15 C 0.865 -3.054 -1.672
16 C 2.138 -2.267 -2.000
17 C 2.497 -2.307 -3.491
18 C 1.805 -1.317 -4.427
19 N 2.273 0.067 -4.255
20 C 1.505 1.157 -4.191
21 N 2.042 2.342 -4.511
22 N 0.248 1.103 -3.782
23 C -0.333 -2.341 -2.301
24 O -0.955 -2.850 -3.184
25 O -0.521 -1.028 -2.017
26 H 1.557 -3.731 0.132
27 H -0.052 -3.899 -0.035
28 H 0.901 -4.021 -2.177
29 H 2.961 -2.718 -1.439
30 H 2.036 -1.240 -1.641
31 H 2.286 -3.304 -3.886
32 H 3.575 -2.174 -3.599
33 H 0.722 -1.338 -4.350
34 H 2.038 -1.614 -5.451
35 H 3.236 0.233 -4.506
36 H 2.880 2.400 -5.064
37 H 1.524 3.193 -4.376
38 H -0.133 0.290 -3.304
39 H -0.349 1.909 -3.872
40 F -3.433 6.232 -2.655
41 C -4.081 5.443 -1.783
42 F -5.291 5.178 -2.287
43 F -4.257 6.154 -0.656
44 C -3.304 4.183 -1.508
45 C -3.976 3.002 -1.198
46 C -3.272 1.857 -0.908
47 C -1.850 1.855 -0.932
48 C -1.191 3.080 -1.234
49 C -1.909 4.218 -1.514
50 C -1.137 0.710 -0.646
51 C -0.565 -0.454 -0.667
52 H -5.058 2.989 -1.198
53 H -3.783 0.932 -0.677
54 H -0.108 3.102 -1.216
55 H -1.403 5.147 -1.740
56 C 4.294 -2.565 5.873
57 C 3.194 -2.535 4.870
58 C 2.050 -3.331 4.988
59 C 1.069 -3.229 4.021
60 N 1.201 -2.391 2.992
61 C 2.329 -1.667 2.972
62 S 2.373 -0.584 1.583
63 N 3.319 -1.691 3.834
64 H 4.397 -3.551 6.321
65 H 4.069 -1.857 6.674
66 H 5.231 -2.262 5.412
67 H 1.937 -4.014 5.817
68 H 0.162 -3.819 4.059

These are the Löwdin partial charges, in e, on atoms 1 to 2: atom 1 (Pt): 0.935, atom 2 (O): 0.132

# C3H2N2O2

One molecule with the formula C3H2N2O2 at a distorted geometry (ωB97M-V with the def2-TZVPD basis set, the Open Molecules 2025 dataset).

Calculated values
- Charge: 0
- LUMO: -0.250 eV
- HOMO level: -11.84 eV
- SMILES: [H]/N=C(/C#N)OC=O
- Energy above the lowest of the compared OMol25 structures with the same formula, charge and spin: 21.9 kcal per mole

Positions of all 9 atoms, in Å:
1 N 0.251 -1.055 -1.329
2 C 0.593 -0.287 -0.399
3 O -0.012 0.903 -0.014
4 C -1.259 0.823 0.546
5 O -1.882 -0.184 0.690
6 C 1.776 -0.553 0.401
7 N 2.707 -0.742 1.060
8 H -0.604 -0.739 -1.787
9 H -1.569 1.834 0.833

These are the Löwdin partial charges, in e, on atoms 1 to 2: atom 1 (N): 0.233, atom 2 (C): -0.416